one) Density functional theory data (the ωB97M-V functional and the def2-TZVPD basis) for a 2-piece molecular cluster, CH3N2O2 overall.

Last column: Mulliken charge in e.
Positions of all 8 atoms, in Å:
C (0.924, 1.161, -0.279)  -0.762
N (-0.560, -0.705, -0.797)  -0.630
N (-0.937, -1.180, 0.291)  1.094
O (-0.642, -0.758, 1.424)  -0.698
O (-1.689, -2.193, 0.148)  -0.746
H (1.426, 1.110, -1.220)  0.257
H (0.123, 1.858, -0.153)  0.232
H (1.355, 0.707, 0.585)  0.254

LUMO (alpha / beta) ... 4.19 / 4.66 eV
Total charge ... -1
HOMO energy (alpha / beta) ... -3.7569 / -3.6942 eV
Orbital gap (alpha / beta) ... 0.292 / 0.307 Ha
Spin multiplicity ... 1

two) Density functional theory data (the ωB97M-V functional and the def2-TZVPD basis) for a 2-piece molecular cluster, CH3N2O2 overall.

Last column: Mulliken charge in e.
Positions of all 8 atoms, in Å:
C (0.272, -0.335, -1.161)  -0.786
N (1.214, -0.502, -1.791)  0.492
N (-0.993, 0.825, 1.558)  -0.503
O (-1.176, -0.535, 1.133)  -0.452
O (2.263, -0.859, -2.463)  -0.697
H (-1.079, 1.339, 0.680)  0.263
H (-0.618, -0.791, 0.349)  0.436
H (0.118, 0.858, 1.696)  0.246

LUMO ... 4.75 eV
Total charge ... -1
HOMO energy ... -4.1520 eV
Orbital gap ... 0.327 Ha
Spin multiplicity ... 1

What should be chosen as the most stable of them? Choose two).

one) Density functional theory data (the ωB97M-V functional and the def2-TZVPD basis) for a 2-piece molecular cluster, CH7N2S overall.

Last column: Mulliken charge in e.
Positions of all 11 atoms, in Å:
S (-2.484, -0.776, -1.358)  -0.840
H (-3.684, -0.793, -1.792)  -0.095
N (0.650, -0.775, -0.204)  -0.696
C (0.275, 0.538, 0.355)  -0.296
N (1.441, 1.140, 0.966)  -0.694
H (-0.010, -1.112, -0.893)  0.236
H (0.493, -1.407, 0.560)  0.233
H (-0.578, 0.433, 1.034)  0.327
H (-0.211, 1.161, -0.434)  0.306
H (2.124, 1.153, 0.211)  0.292
H (1.986, 0.438, 1.553)  0.227

LUMO ... 4.26 eV
Total charge ... -1
HOMO energy ... -2.7693 eV
Orbital gap ... 0.258 Ha
Spin multiplicity ... 1

two) Density functional theory data (the ωB97M-V functional and the def2-TZVPD basis) for a 2-piece molecular cluster, CH7N2S overall.

Last column: Mulliken charge in e.
Positions of all 11 atoms, in Å:
S (-1.757, 0.915, 0.531)  -0.882
H (-1.751, 2.065, -0.159)  -0.022
N (0.540, -0.689, -1.382)  -0.558
C (1.467, -1.126, -0.348)  -0.227
N (1.510, -0.189, 0.790)  -0.563
H (-0.157, 0.012, -1.125)  0.190
H (-0.004, -1.450, -1.784)  0.202
H (2.465, -1.113, -0.824)  0.214
H (1.380, -2.162, -0.005)  0.215
H (0.558, 0.111, 0.965)  0.214
H (2.129, 0.526, 0.494)  0.216

LUMO ... 4.33 eV
Total charge ... -1
HOMO energy ... -2.9263 eV
Orbital gap ... 0.267 Ha
Spin multiplicity ... 1

What should be chosen as the most stable of them? Choose two).

one) Density functional theory data (the ωB97M-V functional and the def2-TZVPD basis) for an isolated ion of composition C5H11N4O and charge +1.

Last column: Mulliken charge in e.
Positions of all 21 atoms, in Å:
O (-0.302, 1.725, -1.128)  -0.456
C (0.253, 0.710, -0.473)  -0.096
N (1.617, 0.759, -0.163)  -0.343
C (2.104, -0.475, 0.197)  -0.502
N (0.916, -1.297, 0.252)  -0.382
C (0.108, -0.797, -0.826)  0.278
C (-1.394, -1.192, -0.837)  -0.403
N (-2.354, -0.654, -0.232)  -0.424
C (-2.051, 0.403, 0.670)  -0.544
N (-0.673, 0.797, 0.987)  -0.227
H (0.478, 2.285, -1.404)  0.436
H (1.841, 1.544, 0.371)  0.244
H (2.544, -0.487, 1.241)  0.334
H (2.824, -0.858, -0.580)  0.321
H (0.945, -2.252, 0.202)  0.215
H (0.386, -0.979, -1.833)  0.590
H (-1.639, -2.008, -1.501)  0.448
H (-2.769, 1.268, 0.586)  0.346
H (-2.261, 0.019, 1.704)  0.404
H (-0.520, 1.592, 1.517)  0.233
H (-0.054, -0.103, 1.250)  0.526

LUMO ... -3.08 eV
SMILES ... O[C@]12NCN[C@H]1C=NC[NH2+]2
Total charge ... +1
HOMO energy ... -14.0660 eV
Orbital gap ... 0.404 Ha
Spin multiplicity ... 1

two) Density functional theory data (the ωB97M-V functional and the def2-TZVPD basis) for an isolated ion of composition C5H11N4O and charge +1.

Last column: Mulliken charge in e.
Positions of all 21 atoms, in Å:
N (-1.182, 1.141, -0.773)  -0.457
C (-2.144, 0.073, -0.695)  -0.557
N (-2.143, -0.508, 0.669)  -0.454
C (-1.183, -0.809, 1.321)  -0.230
C (0.319, -0.687, 1.010)  0.388
N (1.016, 0.496, 1.413)  -0.370
C (2.073, 0.805, 0.433)  -0.598
N (1.693, 0.001, -0.716)  -0.099
C (0.815, -0.886, -0.427)  0.145
O (0.303, -1.759, -1.161)  -0.352
H (-0.955, 1.510, -1.649)  0.181
H (-1.494, 2.012, -0.338)  0.233
H (-1.999, -0.638, -1.430)  0.396
H (-3.159, 0.474, -0.778)  0.345
H (-1.303, -1.016, 2.424)  0.377
H (0.611, -1.685, 1.515)  0.305
H (0.339, 1.252, 1.657)  0.364
H (2.179, 1.818, 0.151)  0.327
H (2.966, 0.318, 0.745)  0.388
H (2.434, -0.066, -1.377)  0.264
H (0.814, -1.847, -1.995)  0.404

LUMO ... -3.48 eV
SMILES ... NC/N=C\[C@@H]1NC[NH+]=C1O
Total charge ... +1
HOMO energy ... -12.8309 eV
Orbital gap ... 0.344 Ha
Spin multiplicity ... 1

What should be chosen as the most stable of them? Choose two).

one) Density functional theory data (the ωB97M-V functional and the def2-TZVPD basis) for one molecule with the formula H3NO3Si.

Last column: Mulliken charge in e.
Positions of all 8 atoms, in Å:
O (-1.766, -1.064, 0.172)  -0.485
N (-1.245, 0.021, 0.313)  0.668
O (-1.720, 1.150, 0.064)  -0.497
Si (0.648, -0.065, 0.343)  0.549
O (1.265, 0.145, -1.120)  -0.414
H (0.986, -1.347, 0.930)  -0.086
H (1.089, 0.978, 1.256)  -0.094
H (0.743, 0.182, -1.957)  0.359

LUMO ... -0.21 eV
SMILES ... O=[N+]([O-])[SiH2]O
HOMO energy ... -10.7053 eV
Orbital gap ... 0.386 Ha
Spin multiplicity ... 1

two) Density functional theory data (the ωB97M-V functional and the def2-TZVPD basis) for one molecule with the formula H3NO3Si.

Last column: Mulliken charge in e.
Positions of all 8 atoms, in Å:
O (-1.392, 1.061, 0.294)  -0.570
N (-1.196, -0.089, 0.027)  0.870
O (-2.026, -0.886, -0.292)  -0.578
Si (0.642, -0.493, 0.069)  0.471
O (1.346, 0.804, -0.649)  -0.449
H (0.756, -1.750, -0.676)  -0.060
H (0.760, -0.361, 1.543)  -0.057
H (1.111, 1.714, -0.317)  0.373

LUMO ... 0.27 eV
SMILES ... O=[N+]([O-])[SiH2]O
HOMO energy ... -10.5027 eV
Orbital gap ... 0.396 Ha
Spin multiplicity ... 1

What should be chosen as the most stable of them? Choose two).